ORCA calculation (ωB97M-V/def2-TZVPD) on a structure of composition C43H63GeN4P3PtSTe at a distorted geometry.

Geometry as XYZ:
```
117
Properties=species:S:1:pos:R:3:lowdin_spin:R:1
Pt 1.28659 -1.31218 0.04421 0.714
C -1.89572 -2.32327 2.54355 0.001
C -1.26197 -3.41341 1.72558 0.012
C -0.17042 -4.13267 2.47264 0.005
P -0.65452 -2.65138 0.18461 0.130
C -2.09886 -1.71969 -0.60873 0.012
N -2.05106 -0.31123 -0.31352 0.053
Ge -0.43771 0.57534 -0.29747 0.210
N -0.38922 2.40915 0.24186 0.065
C 0.19324 2.73817 1.51244 0.008
P -0.70091 1.77024 2.83681 0.029
C -2.42119 2.47996 2.52475 0.005
C -2.60276 4.01075 2.47903 0.001
C -3.45612 1.82257 3.43412 0.000
C 0.00550 2.40891 4.39961 0.005
C -0.09120 3.82345 4.86816 0.001
C -0.40369 1.51608 5.61715 0.001
C -0.54067 3.38447 -0.69275 0.004
C 0.05467 4.63166 -0.53382 0.006
C -0.17677 5.62944 -1.41813 0.000
C -1.03716 5.38911 -2.46498 0.007
C -1.55856 4.12765 -2.77793 -0.001
C -1.35254 3.13744 -1.85082 0.007
N -2.07536 1.83804 -1.86083 0.003
C -3.23771 1.68456 -1.03765 0.005
C -4.20660 2.62795 -0.95180 0.000
C -5.34910 2.26260 -0.28973 0.006
C -5.51089 0.99823 0.38066 -0.001
C -4.35736 0.16347 0.39569 0.005
C -3.22283 0.51221 -0.28098 0.002
C -2.03208 0.86006 -2.91629 0.010
C -3.09582 0.51710 -3.71839 -0.001
C -3.03071 -0.40765 -4.70971 0.011
C -1.79505 -0.91501 -5.06197 -0.001
C -0.66173 -0.65072 -4.25482 0.011
C -0.79674 0.21183 -3.13711 0.001
N 0.15706 0.62361 -2.24921 0.094
C 1.62002 0.72549 -2.49572 0.022
P 2.69065 -0.51209 -1.58590 0.150
C 4.09990 0.67288 -1.28335 0.005
C 4.73190 1.14161 -2.65902 0.001
C 5.15795 0.24893 -0.32745 0.010
C 3.40910 -1.77137 -2.71707 0.048
C 2.37542 -2.52904 -3.53755 0.007
C 4.41363 -2.71605 -2.02838 0.007
C -0.26539 -3.90632 -1.10339 0.042
C 1.11572 -4.54859 -0.87938 0.033
C -1.39266 -4.85119 -1.33740 0.010
H -2.54371 -2.77419 3.29470 0.000
H -2.55696 -1.67265 1.99300 0.000
H -1.20017 -1.68766 3.14438 0.001
H -2.02976 -4.14972 1.46380 0.002
H -0.52417 -4.47504 3.43947 0.000
H 0.80749 -3.63549 2.49161 0.003
H 0.11396 -5.10345 2.05108 0.000
H -3.03890 -2.17455 -0.30483 0.001
H -2.07216 -1.84270 -1.74770 0.001
H 0.31184 3.76396 1.82986 0.001
H 1.27248 2.40612 1.54645 0.005
H -2.48322 2.08523 1.53544 0.000
H -2.50689 4.52863 3.44829 0.000
H -3.55887 4.28828 2.05234 0.000
H -1.78162 4.46986 1.96101 0.000
H -3.45701 2.20726 4.43887 0.000
H -3.33361 0.71979 3.46028 0.000
H -4.51083 2.00078 3.10671 0.000
H 1.08134 2.18716 4.40113 0.002
H -0.99864 4.13620 5.33582 0.000
H 0.07323 4.49663 3.99567 0.000
H 0.68396 4.10643 5.57541 0.000
H -1.48359 1.58718 5.77453 0.000
H 0.08525 1.90662 6.51746 0.000
H -0.17169 0.48848 5.39951 0.001
H 0.71666 4.78423 0.25866 0.001
H 0.24730 6.63425 -1.29704 0.000
H -1.20070 6.32618 -3.05654 0.000
H -2.09029 4.07749 -3.74993 0.000
H -4.13270 3.57082 -1.48653 0.000
H -6.14321 2.99262 -0.15058 0.000
H -6.41898 0.70557 0.82188 0.000
H -4.49768 -0.83302 0.85920 0.000
H -4.05753 1.02016 -3.49604 0.000
H -3.90423 -0.55960 -5.27214 0.001
H -1.85099 -1.44961 -6.09710 0.000
H 0.30189 -1.14970 -4.46422 0.001
H 1.90539 1.70590 -2.16937 0.000
H 1.83281 0.74364 -3.54954 0.000
H 3.57550 1.54307 -0.82989 0.001
H 5.42161 0.39794 -2.92540 0.000
H 5.18386 2.12406 -2.56661 0.000
H 3.97808 1.12654 -3.45082 0.000
H 4.82758 -0.25520 0.56803 0.011
H 5.76738 1.16097 -0.03592 0.000
H 5.84921 -0.43540 -0.84882 0.000
H 3.99500 -1.10782 -3.38804 0.005
H 2.81033 -3.52440 -3.54322 0.000
H 2.39368 -2.15188 -4.53643 0.000
H 1.35901 -2.63153 -3.16059 0.004
H 3.92411 -3.18486 -1.19196 0.005
H 5.33723 -2.17526 -1.89951 0.000
H 4.64473 -3.46722 -2.80586 0.000
H -0.19960 -3.38477 -2.01300 0.005
H 1.26364 -5.03107 0.09171 0.001
H 1.89380 -3.83520 -1.17472 0.022
H 1.10288 -5.43086 -1.59777 0.002
H -1.25462 -5.93206 -0.98447 0.002
H -1.69623 -4.92820 -2.40715 0.001
H -2.37956 -4.63345 -0.81686 0.001
Te 2.31098 -0.38632 2.17689 0.867
C 3.64037 -1.91794 2.40591 0.093
C 3.56685 -3.18130 1.84345 0.080
C 4.61592 -4.02684 2.24605 0.010
C 5.39492 -3.42539 3.15905 0.063
S 5.02321 -1.79688 3.45835 0.022
H 2.78343 -3.43610 1.16359 0.023
H 4.69201 -5.02610 1.84825 -0.001
H 6.30898 -3.74976 3.58110 0.004
```

charge = +1
DFT total energy = -5781.55054 Ha
spin multiplicity = 4

ORCA calculation (ωB97M-V/def2-TZVPD) on a structure of composition C43H64BiFN2P2Si2 at a distorted geometry.

Geometry as XYZ:
```
115
Properties=species:S:1:pos:R:3:lowdin_charge:R:1
Bi 1.23270 -0.39140 0.58010 1.771
C -3.53370 -2.89300 3.24960 -0.116
C -2.99880 -2.72240 1.83150 -0.538
C -3.96880 -1.81380 1.07400 -0.141
P -1.25080 -2.06290 1.46270 1.025
C -0.07090 -3.38110 2.19030 -0.553
C -0.70480 -4.75200 2.41450 -0.122
C 0.75210 -2.98810 3.41450 -0.131
C -1.18410 -0.64060 2.61650 -0.368
C -1.43370 -0.81860 3.97110 -0.126
C -1.72030 0.23770 4.81140 -0.092
C -1.85590 1.49510 4.25250 -0.078
C -1.54220 1.70710 2.92600 -0.043
C -1.09240 0.67050 2.09010 -0.363
N -0.60140 0.88960 0.80750 -0.161
C -0.64660 2.23080 0.36710 -0.361
C 0.03530 3.22630 1.06740 -0.088
C -0.05330 4.55930 0.71910 -0.074
C -0.90440 4.93900 -0.30140 -0.073
C -1.59390 3.96840 -1.00130 -0.084
C -1.43110 2.61360 -0.73230 -0.323
P -2.08930 1.27180 -1.81080 1.144
C -2.09380 1.94840 -3.59620 -0.525
C -0.75650 1.61770 -4.25970 -0.134
C -2.44180 3.38510 -3.97940 -0.130
C -3.93170 1.29440 -1.34300 -0.540
C -4.04440 1.55860 0.15590 -0.135
C -4.90790 2.18060 -2.10610 -0.122
H -4.50960 -3.37690 3.19090 0.081
H -2.89840 -3.50830 3.87920 0.055
H -3.66660 -1.92360 3.72540 0.069
H -2.98940 -3.70220 1.33460 0.088
H -4.10090 -0.88150 1.62000 0.065
H -3.59610 -1.57870 0.07760 0.046
H -4.94480 -2.29240 0.98000 0.081
H 0.63250 -3.49760 1.35320 0.044
H -1.37710 -4.74620 3.26810 0.059
H -1.25900 -5.08510 1.54020 0.067
H 0.07920 -5.48340 2.61550 0.079
H 0.18820 -3.12550 4.33360 0.072
H 1.63390 -3.62470 3.48570 0.081
H 1.08920 -1.95520 3.36310 0.032
H -1.42000 -1.81490 4.37440 0.085
H -1.88340 0.07290 5.86570 0.102
H -2.19520 2.32420 4.85730 0.105
H -1.65490 2.70640 2.53490 0.106
H 0.62880 2.93810 1.91920 0.084
H 0.51410 5.30020 1.26240 0.108
H -1.02490 5.98160 -0.55720 0.103
H -2.29310 4.26810 -1.76100 0.078
H -2.84710 1.28230 -4.03970 0.096
H 0.00130 2.35030 -3.98780 0.058
H -0.40480 0.63350 -3.96580 0.027
H -0.85830 1.63860 -5.34590 0.085
H -1.62830 4.05740 -3.71640 0.070
H -2.56140 3.43040 -5.06330 0.081
H -3.36370 3.74010 -3.53280 0.046
H -4.22820 0.25230 -1.53140 0.084
H -3.95410 2.62340 0.36500 0.081
H -5.00900 1.21890 0.53140 0.081
H -3.25670 1.03840 0.69460 0.036
H -4.70050 3.23610 -1.94490 0.067
H -4.90680 1.96600 -3.17160 0.065
H -5.91040 1.98110 -1.72920 0.077
C 4.28830 -2.33580 -3.00120 -0.166
Si 3.65530 -1.71170 -1.31000 0.498
C 2.81460 -3.21470 -0.47930 -0.195
C 5.20360 -1.33030 -0.25810 -0.171
C 2.37170 -0.28400 -1.49670 -0.515
C 1.29410 -0.84110 -2.34100 -0.475
C 1.38830 -1.09780 -3.71190 -0.066
C 0.34660 -1.74290 -4.34900 -0.062
C -0.77400 -2.12190 -3.61680 -0.057
C -0.81030 -1.78710 -2.27520 -0.179
N 0.19060 -1.17110 -1.67480 -0.026
Si 3.02490 1.40630 -2.11770 0.524
C 1.65600 2.69680 -1.87650 -0.153
C 4.57220 2.04820 -1.20920 -0.162
C 3.49190 1.46700 -3.97290 -0.173
H 5.06500 -3.08220 -2.86420 0.031
H 4.71260 -1.53270 -3.59510 0.016
H 3.49420 -2.79750 -3.57930 0.023
H 3.24600 -4.14820 -0.82900 0.035
H 1.75370 -3.24360 -0.70500 0.008
H 2.93030 -3.19220 0.60050 0.013
H 5.64060 -2.26430 0.08530 0.035
H 4.98490 -0.73580 0.62230 -0.004
H 5.96600 -0.81040 -0.82880 0.023
H 2.26190 -0.79120 -4.25650 0.090
H 0.40660 -1.95060 -5.40840 0.113
H -1.59670 -2.64040 -4.08130 0.101
H -1.65440 -2.01090 -1.63790 0.079
H 0.68000 2.24140 -1.98940 -0.004
H 1.68910 3.12790 -0.88330 0.018
H 1.73870 3.51270 -2.58810 0.046
H 4.29570 2.61100 -0.32610 0.019
H 5.12340 2.72010 -1.85980 0.029
H 5.24860 1.26040 -0.90800 -0.001
H 2.61000 1.47740 -4.60550 0.019
H 4.12280 0.64030 -4.28270 0.012
H 4.04300 2.38110 -4.17620 0.029
F 2.71080 -0.56920 6.94190 0.044
C 2.74200 -0.14250 5.65530 -0.279
C 2.04610 0.99750 5.30300 -0.004
C 2.07030 1.41780 3.98830 -0.038
C 2.77400 0.71230 3.01220 -0.352
C 2.72690 1.08100 1.59370 -0.289
C 3.48160 -0.42480 3.41240 -0.068
C 3.47570 -0.85330 4.72390 -0.018
H 1.48900 1.53970 6.04890 0.118
H 1.53350 2.31480 3.72000 0.102
H 3.65500 0.86930 1.08180 0.017
H 2.44130 2.10670 1.42490 0.035
H 4.05220 -0.97410 2.67690 0.100
H 4.02300 -1.72880 5.03300 0.118
```

DFT total energy = -3362.60442 Ha